Entry 1:
Here is a structure of composition C21H45AlF6N2O18P4 at a distorted geometry from the Open Molecules 2025 dataset. Energies are from ωB97M-V/def2-TZVPD.

Values from the calculation:
calculated total energy	-122398.2792	eV
HOMO level (alpha / beta)	-0.3894 / -0.3894	Ha
frontier orbital gap (alpha / beta)	7.56 / 2.55	eV
spin multiplicity	2
F_max	6.771	eV/Å
charge	+1
⟨S²⟩	0.791

Each line ends with the Mulliken spin population.
CARTESIAN COORDINATES (ANGSTROEM)
Al 0.829 11.946 12.690  0.058
P -1.841 14.603 12.547  0.001
F -0.970 13.855 11.363  0.004
F -3.245 14.412 11.735  0.000
F -1.981 13.020 12.959  0.005
F -2.750 15.076 13.851  0.000
F -0.504 14.586 13.432  -0.001
F -1.596 16.114 12.041  0.000
C -6.618 17.348 16.562  0.000
C -7.133 18.564 16.359  0.000
C -6.891 19.362 15.103  0.000
O -7.483 20.451 14.776  0.000
C -6.034 18.669 14.125  0.000
C -5.657 17.417 14.247  0.000
C -5.857 16.607 15.464  0.000
O -5.445 15.465 15.535  0.000
O -5.128 16.763 13.172  0.000
O -8.044 19.073 17.266  0.000
H -6.844 16.800 17.465  0.000
H -6.095 19.058 13.120  0.000
H -4.859 15.873 13.411  0.000
H -8.407 19.906 16.956  0.000
C 1.458 14.845 9.448  -0.173
O 1.753 14.145 10.491  0.454
N 2.162 14.799 8.280  0.514
C 1.776 15.792 7.191  -0.014
C 3.242 13.829 8.091  -0.002
H 0.584 15.515 9.422  -0.008
H 1.340 15.196 6.390  0.022
H 2.730 16.259 6.946  0.013
H 0.944 16.447 7.448  0.004
H 3.311 13.533 7.044  0.013
H 4.078 14.509 8.249  0.041
H 3.366 13.007 8.795  0.008
C -2.604 9.315 11.769  -0.002
O -1.506 9.810 11.581  0.000
N -3.728 10.052 11.749  0.003
C -5.005 9.530 12.404  0.000
C -3.821 11.456 11.250  -0.001
H -2.827 8.310 12.160  0.000
H -5.154 9.988 13.382  0.000
H -4.950 8.477 12.681  0.000
H -5.789 9.732 11.674  0.000
H -4.630 11.490 10.521  0.000
H -4.303 12.020 12.049  0.000
H -2.933 12.015 10.955  0.000
C 2.197 17.268 11.576  -0.007
O 3.363 16.744 12.177  0.000
P 3.262 15.749 13.501  0.010
O 2.374 14.528 13.379  0.018
O 4.873 15.457 13.846  0.000
C 5.358 14.664 14.976  0.000
O 2.670 16.789 14.562  -0.001
C 3.080 18.123 14.843  0.000
H 2.346 17.414 10.506  -0.001
H 1.998 18.290 11.900  0.000
H 1.403 16.581 11.868  0.007
H 6.389 14.513 14.656  0.000
H 4.850 13.744 15.262  0.000
H 5.412 15.383 15.794  0.000
H 2.378 18.956 14.789  0.000
H 4.032 18.370 14.373  0.000
H 3.329 18.231 15.898  0.000
C -1.925 8.559 18.040  0.000
O -1.129 9.374 17.282  0.000
P -1.390 9.469 15.684  0.001
O -0.381 10.285 14.794  0.014
O -2.831 10.302 15.793  0.000
C -3.023 11.591 15.420  0.002
O -1.680 7.953 15.130  0.000
C -0.727 7.233 14.303  0.000
H -2.742 8.162 17.437  0.000
H -2.486 8.992 18.868  0.000
H -1.411 7.693 18.455  0.000
H -3.959 11.737 14.880  0.000
H -2.189 11.962 14.825  0.000
H -2.989 12.005 16.428  0.000
H -1.067 7.285 13.269  0.000
H -0.857 6.222 14.690  0.000
H 0.233 7.709 14.504  0.000
C 2.824 14.730 17.489  0.000
O 1.608 14.109 17.657  0.001
P 0.502 13.993 16.473  0.003
O 0.919 13.124 15.341  0.012
O -0.849 13.506 17.280  0.000
C -0.689 12.509 18.252  0.000
O 0.099 15.543 16.106  0.000
C -0.370 16.358 17.032  0.000
H 3.149 15.446 18.243  0.000
H 2.970 15.336 16.594  0.000
H 3.553 13.939 17.312  0.000
H -0.061 11.747 17.791  0.000
H -1.600 11.946 18.455  0.000
H -0.269 12.714 19.237  0.000
H -0.705 15.892 17.960  0.000
H -1.225 16.880 16.603  0.000
H 0.381 17.077 17.359  0.000

Entry 2:
Here is a cluster of 3 separate species, C21H45B2ClN2O5 in total from the Open Molecules 2025 dataset. Energies are from ωB97M-V/def2-TZVPD.

Values from the calculation:
calculated total energy	-49602.2231	eV
relative energy (zero: lowest compared OMol25 entry of this formula, charge and spin)	0.000	eV
HOMO level (alpha / beta)	-0.2885 / -0.3383	Ha
frontier orbital gap (alpha / beta)	8.45 / 9.74	eV
spin multiplicity	3
F_max	0.785	eV/Å
charge	0
⟨S²⟩	2.008

Each line ends with the Mulliken spin population.
CARTESIAN COORDINATES (ANGSTROEM)
O 1.334 5.292 2.297  0.000
B 1.542 3.971 2.053  0.000
O 0.465 3.133 2.124  -0.002
O 2.818 3.490 1.770  0.000
B 3.294 2.798 0.689  0.001
C 4.360 3.472 -0.253  0.000
C 3.691 4.519 -1.158  0.000
C 2.541 3.912 -1.973  -0.001
Cl 0.934 4.485 -1.406  0.000
H 2.152 5.794 2.291  0.000
H 0.668 2.242 1.827  0.003
H 2.876 1.687 0.499  0.003
H 4.874 2.728 -0.868  0.000
H 5.119 3.960 0.368  0.000
H 4.417 4.957 -1.846  0.000
H 3.309 5.340 -0.549  0.000
H 2.603 4.141 -3.033  0.000
H 2.511 2.829 -1.863  0.000
C -0.204 -2.097 1.214  0.056
C 1.207 -2.236 0.626  -0.039
C 1.741 -3.669 0.772  0.030
C 2.131 -4.030 2.203  -0.020
C 3.107 -3.015 2.789  0.033
C 2.586 -1.571 2.726  -0.007
N 2.184 -1.314 1.300  0.373
O 3.126 -0.890 0.551  0.545
C 1.430 -1.348 3.701  0.019
C 3.693 -0.585 3.083  0.007
C 1.137 -1.834 -0.842  0.013
H -0.406 -1.066 1.507  -0.014
H -0.924 -2.373 0.442  -0.001
H -0.381 -2.740 2.073  0.000
H 2.615 -3.771 0.123  0.001
H 0.976 -4.354 0.395  0.004
H 1.243 -4.116 2.835  -0.001
H 2.598 -5.017 2.204  0.001
H 3.336 -3.253 3.832  0.002
H 4.048 -3.056 2.232  0.002
H 0.972 -0.372 3.537  -0.007
H 1.835 -1.366 4.713  0.000
H 0.656 -2.106 3.645  0.001
H 4.577 -0.739 2.471  0.003
H 3.954 -0.724 4.134  0.000
H 3.355 0.443 2.942  -0.003
H 0.845 -0.789 -0.941  -0.004
H 0.374 -2.438 -1.334  -0.004
H 2.086 -1.969 -1.353  0.008
C -3.416 0.799 0.066  0.023
C -2.741 0.691 -1.306  -0.002
C -3.488 1.510 -2.371  0.034
C -4.817 0.892 -2.795  -0.020
C -4.640 -0.555 -3.243  0.035
C -3.953 -1.434 -2.188  -0.003
N -2.679 -0.734 -1.796  0.371
O -1.683 -0.994 -2.552  0.539
C -4.862 -1.693 -0.988  0.023
C -3.574 -2.785 -2.787  -0.002
C -1.308 1.197 -1.164  -0.021
H -3.177 -0.063 0.689  -0.009
H -3.038 1.691 0.564  0.000
H -4.497 0.895 0.008  0.002
H -2.837 1.603 -3.245  0.002
H -3.641 2.517 -1.974  0.003
H -5.548 0.956 -1.984  -0.001
H -5.230 1.474 -3.621  0.001
H -5.606 -1.006 -3.490  0.001
H -4.028 -0.580 -4.150  0.002
H -4.309 -2.185 -0.187  -0.007
H -5.660 -2.363 -1.311  0.000
H -5.329 -0.800 -0.588  0.000
H -2.982 -2.670 -3.689  0.003
H -4.491 -3.327 -3.024  0.000
H -2.997 -3.373 -2.072  0.000
H -0.757 0.577 -0.455  0.015
H -1.340 2.219 -0.783  -0.002
H -0.780 1.185 -2.114  0.007